Below is an isolated molecule of C2H3N5O at a distorted geometry, with properties calculated with ωB97M-V/def2-TZVPD.

Last column: Mulliken charge in e.
Positions of all 11 atoms, in Å:
H  2.31650  -1.83755  0.04223  0.276
N  2.22884  -0.82088  -0.00010  -0.706
C  1.02991  -0.37677  -0.09550  0.504
N  -0.17125  -1.08544  -0.02702  -0.465
C  -1.20989  -0.29504  0.00377  0.647
O  -2.43992  -0.84595  -0.01539  -0.479
N  -1.31501  1.07731  -0.06643  -0.310
N  -0.12337  1.74951  0.00845  -0.576
N  0.93206  1.10520  -0.03488  0.366
H  -3.11503  -0.14879  0.06846  0.392
H  1.86715  1.47841  0.11642  0.351

Values from the calculation:
**SMILES**: [H]/N=c1\nc(O)nn[nH]1
**Molar mass**: 113.08 Da
**Relative energy (zero: lowest compared OMol25 entry of this formula, charge and spin)**: 50.37 kcal/mol
**Kohn-Sham gap**: 9.09 eV
**Max |F|**: 4.33 eV/A


Below is an isolated molecule of C2H3N5O4 at a distorted geometry, with properties calculated with ωB97M-V/def2-TZVPD.

Last column: Mulliken charge in e.
Positions of all 14 atoms, in Å:
C  1.91840  -0.13495  0.55811  -0.946
N  0.68577  -0.25302  -0.18169  -0.082
C  -0.12843  -1.28447  -0.38994  0.523
O  -0.15504  -2.44142  -0.25189  -0.438
N  -1.23433  -0.24478  -0.84953  -0.259
N  -2.29246  -0.26986  0.09083  1.033
O  -2.95577  -1.27259  0.04139  -0.565
O  -2.40288  0.73188  0.67480  -0.553
N  -0.30815  0.75409  -0.60294  0.721
N  -0.49033  2.00867  -0.55806  -0.070
O  0.39992  2.77392  -0.30074  -0.489
H  2.01329  0.46605  1.47676  0.273
H  2.35874  -1.07544  0.52085  0.474
H  2.59129  0.24190  -0.22795  0.379

Values from the calculation:
**SMILES**: Cn1c(=O)n([N+](=O)[O-])n1N=O
**Molar mass**: 161.08 Da
**Relative energy (zero: lowest compared OMol25 entry of this formula, charge and spin)**: 74.02 kcal/mol
**Kohn-Sham gap**: 10.12 eV
**Max |F|**: 3.62 eV/A


Below is a cluster of 2 separate species, C2H3NO in total at a distorted geometry, with properties calculated with ωB97M-V/def2-TZVPD.

Last column: Mulliken charge in e.
Positions of all 7 atoms, in Å:
C  0.19218  -2.17601  0.27863  0.068
C  0.88491  1.20244  -1.14132  -0.230
N  0.19449  -1.15361  0.83356  -0.326
O  0.11739  1.46216  -0.18640  -0.292
H  0.69943  1.82587  0.58569  0.396
H  0.09403  -3.18252  -0.10648  0.274
H  0.32009  0.62723  -1.85368  0.110

Values from the calculation:
**Molar mass**: 57.05 Da
**Relative energy (zero: lowest compared OMol25 entry of this formula, charge and spin)**: 92.44 kcal/mol
**Kohn-Sham gap**: 9.03 eV
**Max |F|**: 3.90 eV/A


Below is a cluster of 2 separate species, C2H3NO in total at a distorted geometry, with properties calculated with ωB97M-V/def2-TZVPD.

Last column: Mulliken charge in e.
Positions of all 7 atoms, in Å:
C  0.91194  0.22700  -0.10125  -0.075
C  -1.37416  -0.41622  -0.47709  0.097
N  1.59715  0.37031  0.92551  -0.442
O  -1.85203  -0.05657  -1.52744  -0.366
H  1.24239  0.48061  -1.18140  0.251
H  -1.83776  -0.74385  0.44074  0.275
H  1.31247  0.13871  1.92093  0.260

Values from the calculation:
**Molar mass**: 57.05 Da
**Relative energy (zero: lowest compared OMol25 entry of this formula, charge and spin)**: 91.52 kcal/mol
**Kohn-Sham gap (spin up / spin down)**: 8.15 / 8.15 eV
**Max |F|**: 4.36 eV/A


Below is a cluster of 2 separate species, C2H3NO in total at a distorted geometry, with properties calculated with ωB97M-V/def2-TZVPD.

Last column: Mulliken charge in e.
Positions of all 7 atoms, in Å:
C  -1.37819  -0.76002  -0.10857  0.166
C  1.35924  0.40455  0.12208  -0.190
N  -2.00131  0.19068  0.14726  -0.447
O  0.98710  1.64139  0.35074  -0.349
H  -0.84556  -1.60108  -0.56704  0.298
H  2.48195  0.45467  0.36067  0.148
H  0.08130  2.04197  0.27010  0.375

Values from the calculation:
**Molar mass**: 57.05 Da
**Relative energy (zero: lowest compared OMol25 entry of this formula, charge and spin)**: 89.43 kcal/mol
**Kohn-Sham gap**: 9.42 eV
**Max |F|**: 2.24 eV/A


Below is a structure of composition C2H3NO2 at a distorted geometry, with properties calculated with ωB97M-V/def2-TZVPD.

Last column: Mulliken charge in e.
Positions of all 8 atoms, in Å:
C  0.36139  0.61822  0.71626  0.025
O  0.41300  0.15295  -0.98265  -0.540
N  -0.83594  -0.01254  0.81158  -0.450
C  -1.03458  -0.67848  -0.26855  0.608
O  -1.64981  -1.48415  -0.86061  -0.440
H  1.14449  -0.38668  -1.32338  0.335
H  0.35719  1.70585  0.83006  0.245
H  1.24426  0.08485  1.07728  0.218

Values from the calculation:
**Molar mass**: 73.05 Da
**Relative energy (zero: lowest compared OMol25 entry of this formula, charge and spin)**: 57.68 kcal/mol
**Kohn-Sham gap**: 10.37 eV
**Max |F|**: 2.60 eV/A


Below is a structure of composition C2H3NO2 at a distorted geometry, with properties calculated with ωB97M-V/def2-TZVPD.

Last column: Mulliken charge in e.
Positions of all 8 atoms, in Å:
C  -0.17247  0.60180  -0.51510  0.575
C  0.85992  -0.14100  0.18659  -0.804
N  -1.75959  -0.56841  -0.63780  0.023
O  -0.33451  1.76600  -0.76490  -0.445
O  -1.97160  -0.83622  0.51048  -0.234
H  1.01280  -1.26064  0.05336  0.312
H  1.76125  0.41508  -0.03340  0.305
H  0.60419  0.02340  1.20077  0.269

Values from the calculation:
**Molar mass**: 73.05 Da
**Relative energy (zero: lowest compared OMol25 entry of this formula, charge and spin)**: 93.59 kcal/mol
**Kohn-Sham gap**: 8.00 eV
**Max |F|**: 4.04 eV/A


Below is an isolated molecule of C2H3NO2 at a distorted geometry, with properties calculated with ωB97M-V/def2-TZVPD.

Last column: Mulliken charge in e.
Positions of all 8 atoms, in Å:
C  0.83417  -0.59568  -0.28863  -0.847
C  -0.47416  0.00210  0.19982  0.585
O  -1.47545  -0.55054  0.52551  -0.427
N  -0.48836  1.52582  0.35913  0.047
O  -1.51171  1.84535  0.86955  -0.233
H  0.44295  -1.41849  -0.91390  0.280
H  1.14347  0.07034  -1.13986  0.286
H  1.52908  -0.87889  0.38838  0.310

Values from the calculation:
**SMILES**: CC(=O)N=O
**Molar mass**: 73.05 Da
**Relative energy (zero: lowest compared OMol25 entry of this formula, charge and spin)**: 80.79 kcal/mol
**Kohn-Sham gap**: 8.20 eV
**Max |F|**: 6.38 eV/A


Below is a structure of composition C2H3NO2 at a distorted geometry, with properties calculated with ωB97M-V/def2-TZVPD.

Last column: Mulliken charge in e.
Positions of all 8 atoms, in Å:
C  0.10833  -0.22258  -0.02756  0.608
C  1.40441  0.04483  -0.45816  -0.861
N  -1.19139  0.36151  0.32898  0.288
O  -0.50588  -1.33480  0.13782  -0.512
O  -2.17619  0.74223  -0.24895  -0.406
H  1.89765  1.01167  -0.61400  0.292
H  1.87003  -0.83815  -0.41708  0.282
H  -1.40697  0.23530  1.29896  0.309

Values from the calculation:
**Molar mass**: 73.05 Da
**Relative energy (zero: lowest compared OMol25 entry of this formula, charge and spin)**: 133.63 kcal/mol
**Kohn-Sham gap (spin up / spin down)**: 8.05 / 8.05 eV
**Max |F|**: 6.00 eV/A


Below is an isolated molecule of C2H3NO2 at a distorted geometry, with properties calculated with ωB97M-V/def2-TZVPD.

Last column: Mulliken charge in e.
Positions of all 8 atoms, in Å:
N  0.64123  -1.03864  0.18625  -0.350
C  0.59518  0.29300  -0.06562  0.386
O  1.56411  1.01216  -0.02039  -0.532
C  -1.15187  0.83322  -0.09658  0.154
O  -1.98833  0.05517  0.10736  -0.387
H  -0.02915  -1.54620  -0.32140  0.227
H  1.45270  -1.58275  0.44760  0.219
H  -1.08387  1.97404  -0.23722  0.283

Values from the calculation:
**SMILES**: NC(=O)C=O
**Molar mass**: 73.05 Da
**Relative energy (zero: lowest compared OMol25 entry of this formula, charge and spin)**: 29.80 kcal/mol
**Kohn-Sham gap**: 9.63 eV
**Max |F|**: 5.64 eV/A


Below is a cluster of 2 separate species, C2H3NO2 in total at a distorted geometry, with properties calculated with ωB97M-V/def2-TZVPD.

Last column: Löwdin spin population.
Positions of all 8 atoms, in Å:
C  -1.02829  -0.44373  -0.08326  0.695
C  2.51147  0.82234  0.10244  0.004
N  -1.68703  0.62803  0.02819  0.890
O  0.28093  -0.48702  -0.15720  0.335
O  3.39988  0.14375  -0.02793  0.003
H  -1.34898  -1.44293  -0.14309  0.043
H  0.56990  0.38559  0.23090  0.006
H  -2.69788  0.39397  0.04995  0.023

Values from the calculation:
**Molar mass**: 73.05 Da
**Multiplicity**: 3
**Relative energy (zero: lowest compared OMol25 entry of this formula, charge and spin)**: 81.78 kcal/mol
**Kohn-Sham gap (spin up / spin down)**: 6.17 / 8.23 eV
**Max |F|**: 11.22 eV/A


Below is an isolated molecule of C2H3NO2S at a distorted geometry, with properties calculated with ωB97M-V/def2-TZVPD.

Last column: Mulliken charge in e.
Positions of all 9 atoms, in Å:
O  1.31271  2.04007  -0.35219  -0.401
C  0.55913  1.22005  0.13477  0.088
C  0.73508  -0.26986  -0.04612  0.199
S  2.20546  -0.97441  -0.15476  -0.283
N  -0.41308  -0.96693  0.00016  -0.106
O  -1.58732  -0.31111  -0.40574  -0.410
H  -0.28420  1.53254  0.78286  0.283
H  -0.37457  -1.94652  -0.34065  0.278
H  -2.15321  -0.32383  0.38166  0.352

Values from the calculation:
**SMILES**: O=CC(=S)NO
**Molar mass**: 105.12 Da
**Relative energy (zero: lowest compared OMol25 entry of this formula, charge and spin)**: 71.01 kcal/mol
**Kohn-Sham gap**: 8.30 eV
**Max |F|**: 1.71 eV/A


Below is an isolated molecule of C2H3NO2S at a distorted geometry, with properties calculated with ωB97M-V/def2-TZVPD.

Last column: Mulliken charge in e.
Positions of all 9 atoms, in Å:
O  -1.39880  -2.17867  -0.18112  -0.389
C  -0.83792  -1.32163  0.42297  -0.031
C  -0.12500  -0.36215  -0.32220  0.470
S  0.26437  -0.35438  -1.80990  -0.335
N  0.75193  0.75707  0.69735  -0.255
O  1.51510  1.68307  -0.03349  -0.342
H  -0.80663  -1.19094  1.46649  0.357
H  0.06307  1.17797  1.23039  0.246
H  1.60323  1.50052  -0.97632  0.280

Values from the calculation:
**SMILES**: O=CC(=S)NO
**Molar mass**: 105.12 Da
**Relative energy (zero: lowest compared OMol25 entry of this formula, charge and spin)**: 113.49 kcal/mol
**Kohn-Sham gap (spin up / spin down)**: 7.62 / 7.62 eV
**Max |F|**: 7.13 eV/A


Below is an isolated molecule of C2H3NO2S at a distorted geometry, with properties calculated with ωB97M-V/def2-TZVPD.

Last column: Mulliken charge in e.
Positions of all 9 atoms, in Å:
O  -2.40476  -0.11811  -0.24584  -0.483
C  -1.39047  -0.71390  0.18386  0.227
N  -0.07931  -0.25769  0.30433  0.049
S  0.30999  1.39791  -0.00344  -0.144
C  0.93812  -1.09825  -0.15068  0.240
O  2.07604  -0.69994  -0.08555  -0.514
H  -1.21984  -1.92028  0.59027  0.174
H  1.54731  0.97202  0.11778  0.231
H  0.61182  -2.19729  -0.33138  0.219

Values from the calculation:
**SMILES**: O=CN(S)C=O
**Molar mass**: 105.12 Da
**Relative energy (zero: lowest compared OMol25 entry of this formula, charge and spin)**: 55.56 kcal/mol
**Kohn-Sham gap**: 9.57 eV
**Max |F|**: 5.03 eV/A


Below is an isolated molecule of C2H3NO2S at a distorted geometry, with properties calculated with ωB97M-V/def2-TZVPD.

Last column: Mulliken charge in e.
Positions of all 9 atoms, in Å:
O  0.00468  -2.36959  1.61240  -0.477
C  0.78611  -1.76829  0.91306  0.224
O  0.53639  -0.57444  0.37742  -0.274
C  -0.73039  -0.08192  0.31164  0.132
N  -1.02417  1.00981  -0.30094  -0.378
S  0.06700  1.82730  -1.33889  -0.099
H  1.85289  -2.05397  0.65356  0.317
H  -1.51693  -0.56005  0.84934  0.412
H  1.09833  0.96206  -1.24089  0.143

Values from the calculation:
**SMILES**: O=CO/C=N\S
**Molar mass**: 105.12 Da
**Relative energy (zero: lowest compared OMol25 entry of this formula, charge and spin)**: 39.73 kcal/mol
**Kohn-Sham gap**: 9.73 eV
**Max |F|**: 2.91 eV/A


Below is a cluster of 2 separate species, C2H3NO2S in total at a distorted geometry, with properties calculated with ωB97M-V/def2-TZVPD.

Last column: Mulliken charge in e.
Positions of all 9 atoms, in Å:
C  0.88507  -0.73741  1.09290  0.207
C  -0.71783  0.15565  -0.66519  0.043
H  -1.54947  -2.29414  -0.63217  0.381
H  0.56230  -1.53007  2.08662  0.272
H  -1.75744  -0.05850  -1.18081  0.160
N  -0.13386  -0.91448  -0.00580  0.176
O  -1.02776  -1.80067  0.47735  -0.516
O  1.57685  0.27863  0.74858  -0.476
S  -0.10716  1.62194  -0.78792  -0.248

Values from the calculation:
**Molar mass**: 105.12 Da
**Relative energy (zero: lowest compared OMol25 entry of this formula, charge and spin)**: 150.92 kcal/mol
**Kohn-Sham gap**: 7.79 eV
**Max |F|**: 7.75 eV/A


Below is an isolated molecule of C2H3NO2S at a distorted geometry, with properties calculated with ωB97M-V/def2-TZVPD.

Last column: Löwdin spin population.
Positions of all 9 atoms, in Å:
C  1.41139  0.69778  0.08366  0.014
C  0.16389  0.01970  -0.36557  0.011
N  3.88460  0.26080  -0.13527  0.866
O  1.75843  1.81599  0.25198  0.008
O  5.02700  -0.15642  -0.28152  0.837
S  2.61907  -0.79036  0.22702  0.258
H  0.35729  -0.31121  -1.32898  0.003
H  -0.01074  -0.99063  0.23042  0.004
H  -0.77118  0.68181  -0.17375  0.001

Values from the calculation:
**Molar mass**: 105.12 Da
**Multiplicity**: 3
**Relative energy (zero: lowest compared OMol25 entry of this formula, charge and spin)**: 10.74 kcal/mol
**Kohn-Sham gap (spin up / spin down)**: 8.59 / 8.85 eV
**Max |F|**: 4.67 eV/A


Below is a cluster of 2 separate species, C2H3NO2S2 in total at a distorted geometry, with properties calculated with ωB97M-V/def2-TZVPD.

Last column: Mulliken charge in e.
Positions of all 10 atoms, in Å:
S  -0.49989  -2.49296  1.58502  -0.371
C  0.48501  -1.83016  0.60177  0.331
C  1.19899  -1.21183  -0.24171  -0.212
S  1.98004  0.44197  -0.12221  -0.155
H  1.81153  -1.84008  -0.91975  0.289
H  1.03390  0.91915  0.70531  0.141
O  -1.10915  0.17318  0.31535  -0.195
N  -1.39564  0.82453  -0.60476  0.207
O  -1.64693  2.20948  -0.26176  -0.415
H  -1.85785  2.80672  -1.05728  0.379

Values from the calculation:
**SMILES**: S=C=CS.O=NO
**Molar mass**: 137.19 Da
**Relative energy (zero: lowest compared OMol25 entry of this formula, charge and spin)**: 110.78 kcal/mol
**Kohn-Sham gap**: 7.56 eV
**Max |F|**: 4.39 eV/A


Below is a structure of composition C2H3NO2S2 at a distorted geometry, with properties calculated with ωB97M-V/def2-TZVPD.

Last column: Mulliken charge in e.
Positions of all 10 atoms, in Å:
C  0.28717  -1.23067  0.73566  -0.257
C  2.59275  0.92280  -0.42465  0.008
N  -1.48213  0.92574  0.32890  -0.357
O  3.67427  1.09967  -0.10517  -0.199
O  -1.48770  -1.23556  -1.15926  -0.405
S  1.91852  -0.92046  0.79093  -0.144
S  -0.50754  -0.09846  -0.54161  0.530
H  -2.03025  0.75827  1.11249  0.233
H  -1.62925  1.85030  0.00038  0.237
H  -1.33583  -2.07162  -0.73768  0.354

Values from the calculation:
**Molar mass**: 137.19 Da
**Relative energy (zero: lowest compared OMol25 entry of this formula, charge and spin)**: 106.44 kcal/mol
**Kohn-Sham gap**: 6.80 eV
**Max |F|**: 3.24 eV/A


Below is an isolated molecule of C2H3NO2S2 at a distorted geometry, with properties calculated with ωB97M-V/def2-TZVPD.

Last column: Mulliken charge in e.
Positions of all 10 atoms, in Å:
C  0.31571  -1.78529  0.12195  -0.223
N  -0.43895  -0.96115  0.61011  -0.409
C  -0.89674  0.22408  0.14956  -0.228
S  -0.95053  1.17719  -1.65731  -0.147
S  0.35748  1.46896  -0.12512  0.929
O  1.65121  0.90727  -0.35311  -0.528
O  0.19943  2.64024  0.66405  -0.540
H  0.73214  -2.37705  0.87708  0.287
H  0.77359  -1.82721  -0.86994  0.268
H  -1.74333  0.53296  0.58273  0.592

Values from the calculation:
**SMILES**: C=N[C@@H]1SS1(=O)=O
**Molar mass**: 137.19 Da
**Relative energy (zero: lowest compared OMol25 entry of this formula, charge and spin)**: 71.17 kcal/mol
**Kohn-Sham gap**: 9.97 eV
**Max |F|**: 3.64 eV/A